No. 1
72
Properties=species:S:1:pos:R:3:forces:R:3:lowdin_charge:R:1 method="wB97M-V/def2-TZVPD" smiles=CC1(C)CCCC(C)(C)N1O.CC(C)O.CC(C)O.CC(C)O.CO
O 2.938540 -5.754915 0.035066 1.27 0.15 0.88 -0.01
O 2.715550 3.002437 -0.771287 1.76 0.21 -0.33 -0.09
O -2.356864 4.221075 -0.886842 0.28 -1.13 -1.34 -0.09
O -4.116057 2.580248 -2.259204 -1.40 -0.64 0.78 -0.07
O 0.105052 2.389117 -0.731408 0.92 -1.00 0.50 -0.13
N 1.775743 -5.168170 0.527537 -1.60 1.63 -2.21 -0.13
C 2.475111 4.477331 1.051653 0.59 0.14 0.81 -0.07
C 2.865421 -3.046941 1.376745 0.24 -0.48 0.18 -0.03
C -3.742637 5.904117 0.100581 -0.70 -0.39 0.15 -0.04
C 0.339357 -3.133706 0.888861 0.71 0.38 1.24 -0.14
C -3.009137 4.566979 0.303248 1.12 1.16 1.26 -0.44
C -2.860434 1.538379 -3.891548 0.23 -1.81 -0.65 -0.07
C -0.147337 1.026264 -1.085782 -1.41 -0.08 -0.92 -0.11
C 3.316410 3.328111 0.494095 -1.94 -1.52 -0.16 -0.44
C -3.501175 4.009376 -4.037420 -1.22 -0.36 -0.46 -0.04
C -0.306671 -3.842738 2.061991 0.68 -2.10 -1.04 -0.17
C -3.914645 2.542553 -3.648419 1.31 2.52 0.38 -0.48
C 3.268521 2.025889 1.382946 0.46 1.13 -0.42 -0.05
C 2.001933 -5.897147 2.881135 -0.72 -0.48 0.87 -0.03
C -0.241702 -5.378760 1.779157 -0.58 0.86 1.54 -0.14
C 1.162235 -5.929033 1.588946 1.01 -0.30 0.00 -0.53
C 1.743389 -3.656950 0.475744 1.10 -0.28 0.12 -0.44
C 1.044950 -7.411358 1.131854 -0.09 0.47 -0.65 -0.03
C -1.905842 4.700692 1.367835 -0.11 0.72 1.32 -0.05
C 1.998186 -3.127536 -0.964035 -0.29 -0.84 -0.15 -0.04
H -0.638791 -5.790112 2.707167 -0.12 -0.67 -0.07 0.11
H -2.232360 4.494771 2.387184 -0.59 0.17 0.05 0.08
H -3.243076 0.626751 -3.432625 0.13 -0.24 0.10 0.09
H 3.984987 2.121891 2.198749 -0.34 0.04 0.42 0.07
H -0.351861 -3.083023 0.047578 0.18 0.14 -0.06 0.12
H -4.833686 2.243831 -4.152635 -0.13 0.19 0.19 0.14
H 2.242792 1.868279 1.716314 0.08 0.00 0.28 0.07
H -1.090871 0.654961 -0.685830 -0.17 0.23 0.30 0.08
H -1.590445 5.743983 1.380851 0.19 0.13 0.01 0.08
H 3.112611 -2.015284 1.126383 -0.66 0.30 0.32 0.07
H 1.889137 -2.049567 -1.083098 0.08 0.11 0.57 0.07
H 4.356344 3.616994 0.341791 -0.12 0.08 -0.29 0.13
H 1.481522 -6.567593 3.565062 0.13 -0.28 0.25 0.08
H -3.244971 6.607373 -0.567143 0.45 -0.21 -0.05 0.08
H -3.356423 2.993602 -1.842450 0.22 0.28 -0.02 0.03
H -4.708392 5.689721 -0.357087 -0.09 0.15 0.01 0.08
H 2.357384 5.268629 0.311321 0.18 -0.04 -0.01 0.08
H -1.896974 1.724430 -3.416948 -0.05 0.44 -0.14 0.06
H -3.625965 4.194042 -5.104395 0.42 -0.07 -0.15 0.07
H -2.736919 1.270677 -4.940914 0.27 0.30 -0.16 0.08
H 3.583544 1.133412 0.842255 -0.02 0.22 -0.39 0.06
H 1.254411 -3.538192 -1.646870 -0.06 -0.28 -0.04 0.08
H 0.554522 -2.176217 1.363225 -0.17 0.77 -1.01 0.11
H 2.668327 -3.227861 2.433403 -0.37 0.65 0.07 0.06
H 2.982859 -3.391793 -1.349650 0.09 -0.05 0.16 0.08
H 1.963624 -7.988856 1.234991 -0.08 0.09 0.45 0.08
H 2.890111 -5.843161 -0.919636 -0.61 0.09 -0.11 0.10
H -0.896040 -5.690398 0.965014 0.09 0.15 -0.16 0.12
H 1.478826 4.176745 1.375943 -0.07 -0.40 -0.26 0.06
H 0.574579 0.253050 -0.822943 0.68 0.91 0.54 0.07
H 0.273976 -3.672186 2.968548 -0.13 0.19 0.11 0.10
H -0.263224 0.937761 -2.165982 0.14 0.09 -0.18 0.06
H -3.722496 3.791812 0.583106 0.12 -0.15 -0.39 0.15
H -0.661989 2.962740 -0.796241 -0.58 -0.26 -0.14 0.05
H -0.985003 4.117601 1.355034 -0.24 -0.43 -1.02 0.06
H -1.340660 -3.537388 2.222365 0.09 0.11 -0.01 0.11
H -3.906707 6.449565 1.029922 -0.07 -0.23 0.12 0.08
H -1.893901 4.984143 -1.240365 -0.03 0.21 0.00 0.11
H 1.781788 2.805246 -0.667346 -0.46 0.03 0.26 0.01
H 2.927999 4.889344 1.953444 0.17 0.23 0.04 0.07
H -2.526327 4.348265 -3.686796 0.24 -0.55 -0.15 0.07
H 3.852736 -3.501192 1.293229 -0.14 -0.68 -0.68 0.08
H 3.020111 -6.273781 2.783316 -0.07 0.05 -0.40 0.09
H 2.040086 -4.960718 3.437678 -0.04 0.25 -0.42 0.06
H 0.850169 -7.426855 0.059513 -0.17 0.16 -0.11 0.08
H -4.205543 4.694526 -3.565679 -0.22 -0.09 0.11 0.07
H 0.182284 -7.895286 1.589800 0.24 -0.09 0.35 0.08


No. 2
10
Properties=species:S:1:pos:R:3:forces:R:3:nbo_charge:R:1 method="wB97M-V/def2-TZVPD" total_charge=+1
Br 2.039078 -0.210029 -0.181928 0.61 0.27 -0.09 0.23
N -0.812272 -2.168814 -0.004547 0.67 -2.95 -0.65 -0.50
N 1.147493 1.363923 0.265493 -2.19 -1.97 3.51 -0.93
N -1.233073 0.125122 -0.222963 0.15 3.18 -0.19 -0.80
C -1.122330 -1.105475 -0.347537 0.26 -0.32 1.05 0.75
H 1.061701 1.406276 1.344703 0.76 0.22 -2.38 0.42
H 1.519819 2.182311 -0.115179 1.06 1.34 -0.71 0.41
H -0.312835 -3.030874 -0.303525 -0.83 1.11 0.19 0.48
H -1.980848 0.765183 -0.489481 -0.10 -0.83 -0.21 0.47
H -0.306735 0.672378 0.054968 -0.39 -0.03 -0.52 0.47


No. 3
8
Properties=species:S:1:pos:R:3:forces:R:3:nbo_charge:R:1 method="wB97M-V/def2-TZVPD" smiles=ClCC(Cl)(Cl)Br
Br 1.614442 -1.685383 -0.046895 0.01 0.20 0.21 0.09
Cl -1.718881 1.346229 -0.063274 -0.22 0.01 0.58 -0.01
Cl 1.214684 0.944767 -1.478986 0.19 0.16 -0.29 0.05
Cl 1.253825 1.047808 1.408767 -0.15 -0.67 -0.53 0.03
C 0.807723 0.076879 -0.030126 -2.98 -0.43 -0.06 -0.22
C -0.908863 -0.205569 0.025910 4.22 2.60 1.20 -0.37
H -0.938604 -0.778356 0.907629 -0.74 -0.08 1.56 0.22
H -1.324327 -0.746376 -0.723025 -0.33 -1.80 -2.68 0.22


Computed energy above the lowest of the compared OMol25 structures with the same formula, charge and spin (eV) in order:
1.645 1.882 0.526
Computed strongest force on any atom (eV/A) in order:
3.18 4.58 5.09